Molecular formula: C4H13NO2
Method: DFT, ωB97M-V/def2-TZVPD

Highest occupied orbital energy in eV: -8.406
E_tot in eV: -9940.2489
Lowest unoccupied orbital energy in Ha: 0.0298

Last column: Mulliken charge in e.
Element x y z (Å)
C -1.62 0.32 0.28  0.0957
N -1.90 0.73 1.62  -0.4438
O -2.34 -0.86 -0.04  -0.5346
O -2.05 1.34 -0.59  -0.5430
H -2.11 -1.12 -0.94  0.3170
H -3.01 1.36 -0.58  0.3185
H 0.61 -1.02 1.14  -0.0329
H -1.62 0.04 2.30  0.2652
H -2.88 0.94 1.74  0.2464
C 1.87 0.02 -0.10  -0.2303
C 2.41 -1.09 -0.95  -1.0196
C 1.03 0.99 -0.59  -0.8401
H 2.47 0.28 0.77  0.3958
H -0.12 -1.33 1.35  0.0596
H 2.38 -2.04 -0.40  0.3014
H -0.34 0.51 -0.02  0.3101
H 1.82 -1.22 -1.86  0.3250
H 3.44 -0.90 -1.25  0.3173
H 0.89 1.05 -1.67  0.3580
H 1.07 1.99 -0.20  0.3342